Entry 1:
Density functional theory data (the ωB97M-V functional and the def2-TZVPD basis) for an isolated molecule of C5H6FN in a non-equilibrium geometry.

Geometry as XYZ:
```
13
Properties=species:S:1:pos:R:3:lowdin_charge:R:1
C 0.90991 -1.60007 0.00734 -0.082
N 1.44047 -0.26167 0.23500 0.093
H -2.39497 1.01969 -0.79986 0.055
C -2.27492 0.39664 0.10689 -0.042
H -2.48851 0.91624 1.10227 0.083
H 1.45140 -2.46414 -0.22155 0.083
C 0.39270 0.65784 -0.02014 -0.238
C -0.42736 -1.43510 -0.18894 -0.106
H -1.06160 -2.32152 0.05152 0.123
F 0.87407 1.94692 -0.11527 0.058
H 2.35431 0.03951 0.07848 0.112
H -2.96892 -0.55898 -0.15858 0.110
C -0.74059 -0.07287 -0.01513 -0.248
```

## Properties
* DFT total energy: -9487.8346 eV
* relative energy (zero: lowest compared OMol25 entry of this formula, charge and spin): 1.6526 eV
* HOMO energy: -8.36 eV
* SMILES: Cc1cc[nH]c1F

=====

Entry 2:
Density functional theory data (the ωB97M-V functional and the def2-TZVPD basis) for a cluster of 7 separate species, C23H46BrN5O24PS7 in total in a non-equilibrium geometry.

Geometry as XYZ:
```
107
Properties=species:S:1:pos:R:3:lowdin_charge:R:1
H 2.72963 6.34323 -3.05855 0.130
H -0.36947 2.16350 -0.76130 0.116
H -2.59359 2.51037 -2.79318 0.119
H -10.55424 -3.78923 2.74105 0.137
O -6.57379 -4.05233 3.99948 -0.213
H 2.70928 -5.64132 1.02209 0.125
C -3.26328 -2.49312 -1.40760 -0.165
H 8.16638 -4.81383 5.19072 0.122
H -10.18453 -5.52583 2.62981 0.139
H 9.43057 -4.27996 2.88286 0.131
O -5.30473 1.85386 2.93647 -0.184
H 3.58505 9.47959 -5.67916 0.137
H -1.53401 -6.06356 -2.11426 0.066
S 1.77514 7.45221 0.01362 0.594
H -0.13275 -4.33877 -3.82636 0.141
C -3.41227 -2.47678 0.12819 -0.706
S 5.85111 8.12541 -4.43341 0.595
C -9.75488 -4.53159 2.70975 -0.153
N -0.82843 -5.75415 -1.44277 0.150
H 0.62850 -2.93413 -0.88260 0.068
H -9.24028 -3.89896 0.69255 0.137
C -7.20285 1.29290 4.16804 -0.138
N -0.51673 -2.47641 -3.09659 0.106
C 3.79375 7.30490 -1.42424 -0.153
C 9.80158 -4.78509 3.76946 -0.171
H 4.21090 6.33888 -1.12956 0.141
H 8.97239 -3.23702 5.02607 0.136
H 9.70601 -5.86532 3.64092 0.138
H -0.94936 2.33118 -3.30706 0.126
H -0.11259 4.42310 -0.55293 0.073
H 2.33620 8.06275 -2.83415 0.133
H 4.57282 7.91486 -1.86844 0.100
O -6.54284 1.91099 0.82117 -0.229
H 3.30789 -3.00163 0.93517 0.133
N -2.40343 -1.46052 -1.96880 0.047
S 5.93329 -4.96666 1.84947 0.603
H 5.30683 9.70117 -7.38962 0.139
H -1.56424 4.86658 -1.40675 0.085
C -6.12918 2.34973 4.01279 -0.137
O 10.03365 -4.64902 6.08340 -0.186
H -8.10243 1.67383 4.64106 0.144
C -0.73747 4.16374 -1.40175 -0.083
H 0.76352 -4.48015 0.05280 0.057
O 5.72471 9.01724 -3.33792 -0.218
H 3.05989 -4.81210 2.55636 0.139
S -7.79400 -3.38273 3.73510 0.595
O -7.49267 0.88633 2.81636 -0.171
O -7.93714 -3.18714 2.14381 -0.205
H -0.15104 4.24438 -2.30959 0.075
N -0.82179 -0.19628 -2.91377 0.222
C 3.95923 -3.86441 0.82542 -0.178
P -4.20775 0.58325 -1.16083 0.458
C 0.72876 -4.01338 -0.92107 -0.079
C -0.33863 -4.63287 -1.76706 -0.467
H -6.84380 0.42164 4.71731 0.132
H -4.03480 1.96777 -1.19541 0.008
C -1.75958 0.60098 -2.42088 -0.286
H -8.12714 -5.09741 1.39559 0.134
O -8.98901 -4.42521 3.91669 -0.178
C 3.45813 -5.08223 1.57619 -0.164
H -3.18630 -1.49791 0.52886 0.051
N -2.75892 -0.11749 -1.85613 -0.127
S -5.76214 0.11925 -2.20887 0.250
H -1.76932 -4.15618 -3.32680 0.121
H -5.04234 -2.46753 1.49484 0.058
O 11.18762 -4.47986 3.97537 -0.186
H 4.10523 -4.08000 -0.23608 0.129
H -4.30913 0.19675 0.17462 -0.032
C -1.20019 2.71975 -1.19184 -0.240
C -8.76176 -4.23430 1.60814 -0.160
O 1.51640 6.79344 -1.43043 -0.209
C -1.63500 2.07193 -2.51276 -0.138
H -2.00876 2.71668 -0.46491 0.092
H -5.56739 -2.72315 -0.20884 0.079
O -5.61807 -0.22334 1.68813 -0.269
H -2.97253 -3.49426 -1.69684 0.106
C 4.01932 8.55378 -6.06161 -0.154
O 12.17706 -3.43087 5.95608 -0.216
O 1.79030 6.40430 0.97061 -0.227
S -6.21253 1.05346 1.90123 0.568
H 5.63206 7.95215 -7.38074 0.137
O 6.62800 6.94635 -4.35435 -0.201
O 6.33305 -4.84691 3.20455 -0.215
O -8.13500 -2.15848 4.36346 -0.218
H -5.53199 2.48141 4.90946 0.141
C 9.11896 -4.31928 5.02907 -0.172
O 12.11674 -5.89684 5.76698 -0.216
O 6.83564 -5.37272 0.83809 -0.206
C 2.59175 7.13189 -2.32464 -0.165
O 5.23675 -3.59127 1.40837 -0.182
H -4.78485 -3.99722 0.76038 0.062
S 11.54165 -4.62359 5.53417 0.601
H -4.26365 -2.32948 -1.80050 0.083
O 4.62662 -5.88783 1.76572 -0.177
O 6.28602 8.97017 -5.71419 -0.175
C -1.24039 -1.44566 -2.65256 -0.288
H 0.32405 -2.18742 -3.56393 0.158
Br -2.12983 -3.67325 0.97913 0.808
O 0.94289 8.58777 0.15571 -0.210
C 5.33143 8.80742 -6.77327 -0.150
C -0.75139 -3.90702 -3.04237 -0.116
O 4.38101 7.72526 -4.94278 -0.209
H 1.68330 -4.22641 -1.41019 0.091
H 3.29349 8.04110 -6.68573 0.136
O 3.26836 7.94552 -0.25088 -0.173
C -4.81890 -2.93516 0.54673 -0.138
H -6.54788 3.30981 3.70734 0.138
```

## Properties
* DFT total energy: -236353.6795 eV
* HOMO energy: -11.82 eV
* net charge: +1

=====

Entry 3:
Density functional theory data (the ωB97M-V functional and the def2-TZVPD basis) for a structure of composition C3H10N3 in a non-equilibrium geometry.

Geometry as XYZ:
```
16
Properties=species:S:1:pos:R:3:lowdin_charge:R:1
H 0.16487 1.52092 0.12398 0.128
H 1.60997 0.42472 -1.70925 0.182
H -3.00378 -0.38155 -1.08983 0.120
C -2.41091 0.12164 -0.21687 -0.146
H 1.95773 -1.73566 0.13419 0.141
N 1.36648 -0.04344 1.25815 0.082
N -1.15908 -0.55018 0.03078 -0.046
C 0.65516 0.61469 0.21383 -0.132
H 0.88954 -0.55392 1.98782 0.131
H 3.24653 -0.34883 0.24872 0.134
C 2.21097 -0.65477 0.17191 -0.064
H -1.26103 -1.09776 0.81868 0.067
H -3.07549 0.14137 0.63176 0.077
H -1.06087 -1.10781 -0.89591 0.160
N 1.36703 0.12855 -0.75556 0.072
H -2.20166 1.18672 -0.55866 0.094
```

## Properties
* DFT total energy: -7734.6413 eV
* relative energy (zero: lowest compared OMol25 entry of this formula, charge and spin): 3.6231 eV
* HOMO energy: -14.09 eV
* net charge: +1